[1]
Entry from OMol25: a cluster of 2 separate species, C4H10NO in total at a distorted geometry (the ωB97M-V functional and the def2-TZVPD basis).

Its HOMO-LUMO gap is 10.9 eV. For the energy above the lowest of the compared OMol25 structures with the same formula, charge and spin, the calculation gives 38.79 kcal/mol. The spin multiplicity is 1. The net charge is +1. The calculation puts the HOMO energy at -0.527 Ha.

```
16
Properties=species:S:1:pos:R:3:forces:R:3
C -3.349 0.888 -0.147 -1.12 0.16 -0.49
C -2.390 0.046 -0.481 0.13 -0.09 2.64
C 2.819 -0.179 -0.730 0.64 -1.34 0.52
C -1.523 -0.440 0.618 -2.50 1.13 1.94
N 1.971 -0.184 0.547 3.10 -1.29 0.24
O -0.388 -0.769 0.433 0.40 -1.08 -0.10
H -3.928 1.353 -0.927 -0.13 0.19 -0.18
H -3.707 1.107 0.846 0.44 -0.03 0.34
H -2.172 -0.195 -1.470 0.59 -0.33 -1.50
H 3.411 -1.146 -0.796 -0.38 1.40 0.62
H 2.267 -0.233 -1.659 -0.71 0.66 0.25
H 3.418 0.713 -0.618 0.48 -0.12 -0.60
H -1.966 -0.351 1.773 0.89 -0.27 -2.76
H 2.587 -0.635 1.289 -1.16 0.43 -1.07
H 1.856 0.763 0.914 -0.71 -0.15 -0.42
H 1.095 -0.739 0.410 0.03 0.74 0.58
```
Forces are in eV/Å.

Mulliken atomic charge list, values in e, 8 entries:
1 C -0.678
2 C 0.002
3 C -0.722
4 C 0.013
5 N -0.373
6 O -0.499
7 H 0.259
8 H 0.251



[2]
Entry from OMol25: a cluster of 2 separate species, C7H6NO2S in total at a distorted geometry (the ωB97M-V functional and the def2-TZVPD basis).

Its HOMO-LUMO gap (alpha / beta) is 3.0 / 3.6 eV. For the energy above the lowest of the compared OMol25 structures with the same formula, charge and spin, the calculation gives 79.26 kcal/mol. The spin multiplicity is 3. The net charge is -1. The calculation puts the HOMO energy (alpha / beta) at 0.011 / -0.151 Ha.

```
17
Properties=species:S:1:pos:R:3:forces:R:3
C -1.995 1.264 0.905 -2.16 -0.83 -0.93
C -0.859 1.708 1.579 0.52 2.45 2.47
C -1.834 0.577 -0.273 -3.46 0.06 -0.79
C 0.420 1.526 1.053 -2.25 -1.85 -0.78
C -0.623 0.228 -0.816 0.50 0.24 2.08
C 0.465 0.658 -0.009 3.95 1.20 -1.51
C 2.209 -2.413 0.035 1.35 0.77 1.42
N 2.894 -1.751 0.726 -1.37 -1.42 -1.03
O 1.335 -4.077 -1.933 -0.51 1.77 1.71
O 1.469 -1.563 -2.039 -0.76 -0.94 -0.08
S 1.030 -2.762 -1.268 1.35 -0.08 -2.19
H -3.043 1.485 1.266 1.40 -0.20 -0.39
H -0.998 2.450 2.394 0.13 -0.59 -0.40
H -2.753 0.386 -0.869 0.46 -0.11 0.50
H 1.225 2.002 1.509 1.51 0.45 0.44
H -0.352 -0.298 -1.666 -0.37 -0.78 -1.53
H 1.410 0.578 -0.593 -0.28 -0.13 1.01
```
Forces are in eV/Å.

Mulliken atomic charge list, values in e, 8 entries:
1 C -0.388
2 C -0.374
3 C -0.221
4 C -0.664
5 C -1.066
6 C -0.075
7 C 0.153
8 N -0.400



[3]
Entry from OMol25: a cluster of 6 separate species, C18H40F6NO18P3 in total at a distorted geometry (the ωB97M-V functional and the def2-TZVPD basis).

Its HOMO-LUMO gap (alpha / beta) is 9.9 / 2.7 eV. The spin multiplicity is 2. The net charge is +1. The calculation puts the HOMO energy (alpha / beta) at -0.465 / -0.465 Ha.

```
86
Properties=species:S:1:pos:R:3:forces:R:3
C -0.224 -5.988 -1.272 0.17 1.69 -0.52
N 0.769 -5.460 -0.228 0.77 -0.52 -0.46
O 1.086 -6.207 0.667 -0.42 0.11 -0.01
O 1.297 -4.356 -0.404 -0.94 -0.67 -0.12
H -1.231 -6.076 -0.863 0.40 -0.26 0.35
H 0.127 -6.874 -1.801 0.19 -0.12 0.76
H -0.246 -5.187 -2.011 -0.10 -0.08 0.05
C 6.362 0.352 -0.982 -0.62 0.57 -1.12
O 5.920 -0.448 0.114 -1.18 0.28 2.13
P 4.796 0.157 1.170 0.71 -2.17 -0.52
O 4.930 1.608 1.368 -0.72 -0.50 0.31
O 3.351 -0.306 0.578 1.29 1.16 0.40
C 3.073 -1.651 0.239 -0.82 -1.38 -0.57
O 4.902 -0.853 2.477 0.29 1.51 -1.98
C 4.568 -0.401 3.799 0.31 -1.01 0.20
H 7.438 0.433 -1.142 0.10 -0.40 0.90
H 5.968 1.367 -0.930 0.01 -0.01 0.17
H 5.984 -0.099 -1.899 -0.17 -0.08 0.03
H 3.086 -1.837 -0.834 0.41 0.47 -0.17
H 2.041 -1.885 0.503 0.03 0.24 0.40
H 3.698 -2.424 0.687 0.23 0.43 0.32
H 3.788 0.360 3.815 0.31 0.20 -0.04
H 5.487 -0.177 4.340 -0.11 0.75 -0.20
H 4.204 -1.286 4.321 -0.35 -0.03 -0.18
C -4.329 6.126 -1.382 0.38 0.53 1.69
O -4.706 4.781 -1.638 1.60 -1.88 -1.80
P -3.596 3.577 -1.844 -0.39 0.53 -0.50
O -3.278 2.907 -0.566 -0.31 -0.12 -1.28
O -4.135 2.608 -3.085 0.50 1.32 2.61
C -4.408 3.152 -4.366 -0.62 0.31 -0.76
O -2.306 4.302 -2.506 -1.38 0.66 0.62
C -1.033 3.671 -2.456 -0.24 -0.43 -0.38
H -4.813 6.332 -0.428 -0.37 0.51 -0.24
H -4.581 6.867 -2.140 -0.34 -0.53 -0.22
H -3.278 6.269 -1.127 0.25 -0.42 -0.43
H -4.459 4.240 -4.413 0.50 0.08 0.31
H -5.409 2.861 -4.686 0.02 -0.42 0.19
H -3.691 2.763 -5.088 0.08 0.13 0.10
H -0.876 3.193 -1.489 0.01 -0.07 -0.06
H -0.253 4.408 -2.650 -0.23 0.06 0.01
H -1.074 2.947 -3.269 0.62 -0.29 0.15
C 1.241 4.786 4.472 0.63 0.98 -1.52
O 0.934 3.587 5.129 -1.86 -1.60 -1.16
P 0.128 2.439 4.280 1.66 -3.28 3.87
O -1.137 2.946 3.630 1.61 -0.38 0.35
O -0.096 1.351 5.505 -0.48 1.85 -2.57
C 0.987 0.758 6.259 1.68 0.45 -0.19
O 1.308 1.743 3.351 -2.16 0.71 2.94
C 1.623 2.313 2.133 -1.03 0.97 -2.79
H 0.932 4.804 3.427 -0.50 -0.17 0.01
H 2.326 4.794 4.371 0.23 0.58 0.68
H 0.772 5.636 4.966 0.47 -0.11 0.33
H 1.085 1.104 7.288 -0.85 0.42 -0.09
H 1.904 1.099 5.779 0.26 -0.46 0.06
H 0.974 -0.331 6.307 -0.58 0.14 -0.58
H 0.852 3.041 1.882 0.21 0.42 -0.09
H 1.480 1.560 1.358 0.48 -0.40 0.05
H 2.615 2.748 2.014 0.35 -0.32 0.60
C -0.634 -2.825 -4.679 -2.14 -0.08 0.06
C -2.185 -2.477 -4.642 1.14 -0.50 -0.36
O -2.802 -2.748 -3.340 -0.31 -0.53 1.02
C -2.937 -4.013 -2.864 1.79 -0.95 -3.12
O -2.415 -5.011 -3.379 -1.54 2.52 1.61
C -3.883 -4.119 -1.647 -1.48 -0.20 0.43
F -5.199 -4.227 -2.011 1.28 0.45 -0.23
F -3.621 -5.276 -1.020 0.32 1.03 0.25
F -3.809 -3.037 -0.827 0.25 -1.27 -0.54
H -0.613 -3.894 -4.890 0.66 0.07 0.49
H -0.257 -2.506 -3.707 0.28 -0.49 0.04
H -0.063 -2.295 -5.441 -0.42 0.12 -0.12
H -2.804 -3.024 -5.353 0.41 -0.17 -0.18
H -2.307 -1.419 -4.875 -0.35 -0.01 0.66
C -0.917 0.021 -1.192 -0.90 -0.94 0.12
C -0.858 -1.432 -0.720 -0.36 -0.40 -1.08
O -0.848 -1.391 0.679 1.05 -0.28 4.12
C -0.883 -2.506 1.479 -1.01 -2.03 -4.74
O -1.323 -3.593 1.076 1.19 3.01 1.73
C -0.153 -2.377 2.810 0.57 -0.21 0.77
F 0.608 -1.258 2.933 -0.16 -0.52 -0.45
F -0.997 -2.370 3.813 -1.17 0.42 0.77
F 0.604 -3.459 3.008 0.39 0.45 -0.60
H -1.864 0.403 -0.811 0.25 0.59 0.18
H -1.007 0.080 -2.277 0.30 -0.12 -0.04
H -0.038 0.560 -0.838 -0.17 0.13 -0.02
H 0.059 -1.910 -1.063 -0.02 -0.30 -0.01
H -1.733 -2.038 -0.955 0.16 0.25 -0.78
```
Forces are in eV/Å.

Mulliken atomic charge list, values in e, 8 entries:
1 C -0.497
2 N 0.962
3 O -0.565
4 O -0.507
5 H 0.250
6 H 0.340
7 H 0.028
8 C -0.702